Record 1
{
  "formula": "C54H65F32N5O13S3",
  "method": "wB97M-V/def2-TZVPD",
  "symbols": ["S", "S", "S", "F", "F", "F", "F", "F", "F", "F", "F", "F", "F", "F", "F", "F", "F", "F", "F", "F", "F", "F", "F", "F", "F", "F", "F", "F", "F", "F", "F", "F", "F", "F", "F", "O", "O", "O", "O", "O", "O", "O", "O", "O", "O", "O", "O", "O", "N", "N", "N", "N", "N", "C", "C", "C", "C", "C", "C", "C", "C", "C", "C", "C", "C", "C", "C", "C", "C", "C", "C", "C", "C", "C", "C", "C", "C", "C", "C", "C", "C", "C", "C", "C", "C", "C", "C", "C", "C", "C", "C", "C", "C", "C", "C", "C", "C", "C", "C", "C", "C", "C", "C", "C", "C", "C", "C", "H", "H", "H", "H", "H", "H", "H", "H", "H", "H", "H", "H", "H", "H", "H", "H", "H", "H", "H", "H", "H", "H", "H", "H", "H", "H", "H", "H", "H", "H", "H", "H", "H", "H", "H", "H", "H", "H", "H", "H", "H", "H", "H", "H", "H", "H", "H", "H", "H", "H", "H", "H", "H", "H", "H", "H", "H", "H", "H", "H", "H", "H", "H", "H", "H"],
  "coordinates": [[3.570, 6.040, 0.976], [-4.335, -1.194, -5.772], [-1.511, 5.312, -5.244], [-7.086, 2.938, 1.514], [3.309, 2.144, -6.234], [-2.591, -7.473, 8.173], [2.666, -0.401, -6.458], [4.289, 0.437, -2.409], [2.681, 1.602, -4.205], [3.175, 1.066, 4.245], [-2.227, 3.154, 0.124], [-0.357, -4.024, 2.610], [-1.069, 2.243, 2.910], [3.517, 1.065, 2.057], [-0.465, -7.505, 8.861], [-1.143, 5.065, 3.341], [-1.588, -6.717, 3.372], [0.025, 2.945, 4.551], [-4.093, 5.580, -1.706], [-2.088, -4.886, 7.277], [-3.749, 3.602, -2.039], [-0.253, 4.372, 1.371], [-6.440, 0.216, 2.384], [-2.838, 5.007, 0.989], [-0.022, -5.042, 7.705], [-4.491, 0.541, 1.613], [4.399, -1.650, -1.942], [4.729, -0.073, -6.559], [6.315, -0.384, -0.474], [0.439, -7.271, 3.839], [4.643, 3.535, 4.445], [5.879, 1.922, 3.652], [-6.712, 1.487, -0.035], [0.008, -5.831, 1.396], [7.236, 0.316, -2.277], [-3.896, -2.580, -5.579], [5.219, -0.866, -3.961], [3.923, 5.367, 2.215], [-5.052, 2.988, 0.553], [-4.068, -0.345, -4.343], [3.900, 4.967, -0.238], [-2.052, 4.822, -6.533], [-3.818, -0.365, -6.859], [-0.363, -5.633, 4.984], [2.191, 6.525, 0.782], [-2.266, 6.192, -4.323], [2.372, 2.745, 3.025], [-0.956, 4.015, -4.334], [0.220, -3.077, -4.853], [-5.131, -3.955, -1.367], [2.023, -0.382, 0.288], [3.976, -2.843, 3.178], [-2.233, -1.819, 3.845], [3.577, 1.387, -5.218], [3.459, 1.818, 3.171], [-2.218, -0.448, 3.987], [-3.935, -4.698, -1.493], [0.131, -5.267, 2.620], [-0.960, -0.548, 6.013], [-0.362, -6.239, 3.654], [-3.201, -3.854, 0.594], [-5.614, 1.182, 2.075], [5.047, -0.673, -2.508], [5.982, -2.608, 1.901], [-4.208, -1.114, -3.159], [-4.412, -3.161, 0.700], [-0.127, 4.391, 2.723], [1.214, -1.199, 1.039], [6.379, -0.560, -1.799], [1.493, 0.643, -0.395], [0.060, 6.133, -5.702], [-6.137, 2.159, 0.972], [1.145, 2.116, 2.715], [1.945, -3.925, -3.372], [-3.951, 4.444, -1.081], [0.126, 0.804, -0.555], [-0.918, -6.475, 6.053], [-2.965, -4.684, -0.513], [3.679, -0.049, -5.734], [4.526, -3.928, 3.859], [0.304, -2.408, -2.506], [-5.384, -3.242, -0.305], [-5.243, 4.109, -0.241], [1.418, -3.182, -2.300], [3.288, 5.080, -1.544], [-0.177, -1.010, 1.005], [4.782, 2.666, 3.447], [-1.512, -6.760, 8.531], [-6.223, -1.059, -5.776], [-0.272, 2.953, -4.958], [1.748, 4.530, -1.548], [5.878, -4.203, 3.743], [4.639, 7.385, 0.543], [-1.635, 0.239, 5.071], [-0.014, 2.913, 3.254], [-1.687, -2.522, 4.901], [-0.277, -2.415, -3.830], [6.605, -3.598, 2.664], [1.322, -3.765, -4.598], [3.952, -1.118, -4.650], [-0.742, 0.035, 0.244], [-2.670, 4.360, -0.179], [4.685, -2.218, 2.217], [-1.009, -1.923, 5.954], [-1.114, -5.761, 7.371], [-0.684, 1.633, -4.298], [-4.276, -0.107, -1.954], [-1.800, 0.245, 0.298], [4.539, 1.688, -4.802], [-6.067, 4.066, -0.953], [-2.071, -5.285, -0.578], [-4.580, -2.474, 1.516], [-1.785, -7.093, 5.820], [-3.934, -5.486, -2.232], [7.637, -3.862, 2.485], [6.532, -2.176, 1.078], [-0.772, -1.638, 1.653], [-0.354, 7.118, -5.915], [3.849, 4.524, -2.295], [-6.409, 0.015, -5.736], [1.699, -3.259, -1.260], [1.184, 4.951, -2.381], [0.466, 5.567, -6.541], [6.334, -4.946, 4.380], [1.397, 4.752, -0.540], [-1.200, -1.884, -4.007], [-0.531, 2.976, -6.016], [-0.289, 1.566, -1.198], [-5.585, 4.935, 0.382], [2.828, -4.524, -3.205], [1.738, -4.281, -5.451], [-1.778, 4.800, -0.626], [-6.716, -1.520, -6.631], [-1.828, -3.587, 4.794], [-0.171, -1.934, -1.660], [-2.703, 0.174, 3.251], [-6.306, -2.681, -0.284], [-0.259, -7.320, 6.253], [-6.593, -1.383, -4.803], [4.139, -1.459, 1.675], [0.735, 6.109, -4.847], [5.002, 3.262, 2.561], [-5.173, 0.487, -2.131], [-2.563, -3.757, 1.460], [-4.480, -0.571, -0.990], [-0.162, 0.804, -4.774], [4.145, -2.064, -5.155], [3.885, -4.595, 4.417], [-5.284, 1.759, 2.939], [-3.363, 0.489, -1.964], [4.264, 8.254, 1.083], [6.978, -1.470, -1.791], [-0.404, 1.567, -3.247], [0.814, 4.902, 2.925], [1.664, 3.449, -1.657], [-1.757, 1.441, -4.273], [-1.796, -6.072, 9.328], [-1.581, 1.317, 5.072], [-5.129, -1.690, -3.250], [4.735, 7.621, -0.517], [0.792, 3.177, -4.888], [1.649, -2.022, 1.587], [-0.455, -2.514, 6.668], [-0.465, -0.144, 6.883], [1.027, 1.107, 3.111], [-3.390, -1.813, -2.985], [2.258, 1.227, -0.884], [3.049, -1.249, -4.055], [0.998, 2.032, 1.639], [1.162, -5.113, 2.937], [3.295, 6.120, -1.869], [5.671, 7.218, 0.853]],
  "lowdin_charge": [0.673, 0.699, 0.707, 0.156, 0.150, 0.116, 0.186, 0.134, 0.064, 0.145, 0.092, 0.094, 0.145, 0.140, 0.132, 0.093, 0.159, 0.168, 0.176, 0.134, 0.170, 0.079, 0.144, 0.090, 0.124, 0.044, 0.183, 0.139, 0.094, 0.183, 0.120, 0.104, 0.162, 0.124, 0.136, -0.304, 0.013, -0.275, 0.008, -0.287, -0.280, -0.310, -0.295, -0.008, -0.303, -0.307, 0.022, -0.293, 0.081, 0.060, 0.071, 0.036, 0.143, -0.338, -0.456, 0.003, -0.089, -0.300, 0.020, -0.506, -0.076, -0.293, -0.501, -0.066, -0.293, -0.078, -0.239, -0.116, -0.338, -0.152, -0.098, -0.485, -0.078, -0.067, -0.513, -0.064, -0.046, -0.069, -0.524, -0.140, -0.048, -0.181, -0.067, -0.099, -0.197, -0.079, -0.309, -0.322, -0.081, -0.281, -0.020, -0.068, -0.119, 0.081, -0.549, 0.007, -0.123, -0.047, -0.175, -0.033, -0.055, -0.319, -0.147, 0.053, -0.492, -0.033, -0.033, 0.095, 0.169, 0.149, 0.096, 0.081, 0.147, 0.105, 0.102, 0.084, 0.058, 0.068, 0.111, 0.062, 0.095, 0.062, 0.070, 0.096, 0.038, 0.087, 0.116, 0.084, 0.144, 0.103, 0.105, 0.165, 0.071, 0.115, 0.074, 0.111, 0.108, 0.143, 0.050, 0.073, 0.057, 0.145, 0.072, 0.067, 0.050, 0.077, 0.145, 0.088, 0.170, 0.067, 0.079, 0.176, 0.042, 0.164, 0.043, 0.077, 0.172, 0.119, 0.091, 0.076, 0.100, 0.085, 0.132, 0.135, 0.140, 0.096, 0.100, 0.128, 0.121, 0.172, 0.102, 0.078],
  "homo_ha": [-0.409, -0.408],
  "total_charge": 1,
  "multiplicity": 2,
  "largest_force_ev_per_a": 4.73,
  "s_squared": 0.771,
  "lumo_ev": [-4.2, -8.6],
  "molar_mass_da": 1696.27,
  "orbital_gap_ev": [6.90, 2.49]
}

=====

Record 2
{
  "formula": "C54H66Ge2IrN2S4",
  "method": "wB97M-V/def2-TZVPD",
  "symbols": ["Ir", "Ge", "Ge", "S", "S", "S", "S", "N", "N", "C", "C", "C", "C", "C", "C", "C", "C", "C", "C", "C", "C", "C", "C", "C", "C", "C", "C", "C", "C", "C", "C", "C", "C", "C", "C", "C", "C", "C", "C", "C", "C", "C", "C", "C", "C", "C", "C", "C", "C", "C", "C", "C", "C", "C", "C", "C", "C", "C", "C", "C", "C", "C", "C", "H", "H", "H", "H", "H", "H", "H", "H", "H", "H", "H", "H", "H", "H", "H", "H", "H", "H", "H", "H", "H", "H", "H", "H", "H", "H", "H", "H", "H", "H", "H", "H", "H", "H", "H", "H", "H", "H", "H", "H", "H", "H", "H", "H", "H", "H", "H", "H", "H", "H", "H", "H", "H", "H", "H", "H", "H", "H", "H", "H", "H", "H", "H", "H", "H", "H"],
  "coordinates": [[2.761, -1.187, 1.102], [-1.537, 1.075, -0.437], [-0.532, -1.852, 0.425], [0.935, -2.516, 1.969], [2.623, 1.969, 2.327], [0.393, -0.115, -0.812], [-2.137, -0.556, 1.301], [2.146, 0.441, 2.443], [5.149, -0.125, 2.036], [3.310, -4.665, 0.656], [0.848, 5.712, 5.173], [4.146, -3.647, 0.230], [-0.779, 4.333, -0.204], [3.107, 2.102, 0.599], [2.061, -2.202, -2.597], [-3.802, -1.943, -2.619], [-1.601, 3.226, -2.194], [-4.151, -2.247, -1.188], [-1.663, 4.443, -2.867], [-3.381, -3.140, -0.444], [3.652, -2.709, -0.701], [0.254, 1.737, -3.871], [-4.860, -2.861, 1.426], [-1.138, 3.156, -0.877], [-3.738, -3.460, 0.873], [-0.067, -5.219, -2.159], [-5.628, -1.952, 0.707], [-0.277, 4.493, 1.185], [-1.339, 5.610, -2.204], [-2.078, 2.025, -2.941], [-0.628, 4.441, 3.573], [1.129, -5.863, 0.734], [2.397, -2.924, -1.323], [-2.430, -4.900, -1.913], [1.810, 5.721, 0.294], [0.176, -4.148, -1.305], [-3.063, 0.089, -4.714], [-6.827, -1.306, 1.343], [-1.705, 0.396, -4.677], [-0.915, 5.547, -0.892], [1.563, -3.917, -0.824], [1.329, 0.191, 3.636], [5.087, -0.928, 3.260], [-3.913, 0.744, -3.836], [-2.212, -3.813, -1.069], [6.296, -0.556, 1.232], [-1.202, 1.367, -3.828], [-2.298, 3.279, 2.150], [-1.366, -5.585, -2.471], [-0.904, -3.420, -0.786], [1.247, 5.608, 2.695], [-3.447, 1.706, -2.949], [5.399, 1.289, 2.353], [2.014, -4.784, 0.190], [0.891, 5.254, 1.400], [-4.421, 2.377, -2.019], [4.300, 2.018, 3.096], [-2.926, -4.448, 1.669], [-1.029, 4.075, 2.291], [5.593, -3.699, 0.636], [0.488, 5.233, 3.795], [-3.585, -0.912, -5.703], [-5.260, -1.654, -0.596], [-1.035, -0.112, -5.361], [-3.002, -1.833, -5.669], [6.286, -0.033, 0.274], [1.573, -6.305, 1.624], [2.348, -2.838, -3.438], [0.150, -5.462, 0.997], [5.722, -3.465, 1.694], [1.770, 6.808, 0.203], [-2.095, 2.212, 2.285], [2.126, 6.228, 2.846], [1.202, 6.742, 5.140], [7.245, -0.333, 1.739], [-7.434, -0.788, 0.603], [4.137, 1.614, 4.096], [6.245, -1.622, 1.059], [-2.728, -1.781, -2.742], [4.353, -2.030, -1.183], [-5.312, 2.690, -2.562], [0.309, -0.089, 3.366], [0.774, -5.772, -2.560], [4.244, -0.620, 3.875], [-5.148, -3.106, 2.442], [0.976, -6.649, -0.007], [-1.952, -4.025, 1.935], [-3.013, 3.573, 2.917], [3.685, -5.393, 1.365], [-4.975, 0.523, -3.856], [-2.759, 3.423, 1.175], [3.361, 1.101, 0.250], [-4.738, 1.675, -1.242], [1.557, 5.289, -0.670], [-3.437, -4.713, 2.592], [-3.983, 3.247, -1.535], [0.777, 1.165, -4.635], [6.010, -0.844, 3.850], [5.599, 1.800, 1.410], [-1.431, 6.567, -2.699], [-1.246, 4.147, 4.414], [3.938, 2.792, 0.484], [6.204, -3.033, 0.032], [-4.326, -1.053, -2.957], [1.750, -0.639, 4.206], [4.933, -1.974, 2.991], [2.844, 5.468, 0.540], [0.373, 2.799, -4.090], [-4.085, -2.775, -3.267], [-5.855, -0.953, -1.172], [-1.547, -6.428, -3.126], [2.599, -1.258, -2.677], [0.728, 1.543, -2.907], [1.647, 5.102, 5.602], [-0.008, 5.665, 5.843], [-7.445, -2.052, 1.842], [6.314, 1.372, 2.962], [2.246, 2.478, 0.049], [0.996, -2.004, -2.688], [4.561, 3.071, 3.196], [-3.507, -0.512, -6.715], [-0.692, 6.461, -0.357], [-6.507, -0.582, 2.095], [-4.630, -1.152, -5.513], [1.282, 1.081, 4.272], [5.961, -4.715, 0.494], [-3.449, -5.209, -2.115], [-2.746, -5.358, 1.094], [-2.009, 4.466, -3.892]],
  "lowdin_charge": [0.915, 0.704, 0.080, 0.237, 1.010, 0.190, 0.205, -0.588, -0.307, -0.030, -0.044, -0.291, -0.193, -0.246, -0.067, -0.022, -0.287, -0.208, -0.021, -0.188, -0.133, -0.036, -0.024, -0.168, -0.249, -0.027, -0.270, -0.116, -0.043, -0.233, -0.008, -0.016, -0.272, -0.012, -0.046, -0.224, -0.280, -0.043, 0.005, -0.038, -0.195, -0.253, -0.093, -0.051, -0.217, -0.087, -0.221, -0.044, -0.043, -0.194, -0.027, -0.227, -0.263, -0.254, -0.227, -0.022, -0.296, -0.022, -0.194, -0.048, -0.270, -0.040, -0.008, 0.124, 0.086, 0.099, 0.088, 0.102, 0.077, 0.073, 0.092, 0.036, 0.124, 0.082, 0.105, 0.075, 0.090, 0.027, 0.097, 0.117, 0.092, 0.031, 0.127, 0.069, 0.123, 0.096, 0.055, 0.089, 0.131, 0.128, 0.065, 0.003, 0.080, 0.073, 0.084, 0.076, 0.082, 0.106, 0.107, 0.113, 0.122, 0.062, 0.074, 0.038, 0.055, 0.070, 0.075, 0.086, 0.099, 0.116, 0.111, 0.074, 0.025, 0.080, 0.079, 0.082, 0.135, 0.041, 0.043, 0.098, 0.089, 0.126, 0.084, 0.082, 0.066, 0.100, 0.129, 0.088, 0.131],
  "homo_ha": [-0.328, -0.372],
  "total_charge": 1,
  "multiplicity": 5,
  "largest_force_ev_per_a": 1.05,
  "s_squared": 6.021,
  "lumo_ev": [-2.1, -3.7],
  "molar_mass_da": 1208.84,
  "orbital_gap_ev": [6.79, 6.39]
}